(1)
{
  "formula": "C3H6O4",
  "method": "ωB97M-V with the def2-TZVPD basis set",
  "largest_force_ev_per_a": 4.1,
  "homo_energy_ev": -10.1,
  "orbital_gap_ev": 10.82,
  "species": ["C", "C", "C", "O", "O", "O", "O", "H", "H", "H", "H", "H", "H"],
  "coordinates": [[-0.0322, 0.2842, -0.2730], [-2.3677, 0.1525, 0.1611], [1.4525, -0.1265, 0.3881], [-0.1504, 0.8169, -1.3499], [1.5026, -1.4666, 0.2861], [2.3356, 0.5949, -0.3334], [-1.0384, -0.0224, 0.5599], [-2.4537, 1.2198, 0.3185], [-3.0281, -0.5107, 0.6843], [-2.5849, 0.1297, -0.9377], [1.5668, 0.2461, 1.4804], [2.4827, -1.7851, 0.3320], [2.3151, 0.4674, -1.3165]],
  "forces_ev_per_a": [[0.8, -0.1, 0.9], [-0.3, 2.0, -2.0], [-3.0, 2.7, 0.5], [0.2, -0.6, 0.8], [2.8, -2.8, -0.3], [2.1, 0.4, -1.3], [1.7, -1.5, -0.1], [-1.4, 0.3, 0.6], [-0.1, 0.0, 0.5], [0.7, -0.8, 0.7], [-0.4, -0.5, -1.7], [-2.5, 0.9, 0.0], [-0.6, -0.1, 1.3]],
  "nbo_charge": [0.758, -0.277, 0.326, -0.602, -0.711, -0.720, -0.502, 0.192, 0.203, 0.201, 0.151, 0.486, 0.496]
}


(2)
{
  "formula": "C7H14OP",
  "method": "ωB97M-V with the def2-TZVPD basis set",
  "largest_force_ev_per_a": 5.3,
  "homo_energy_ev": [-13.3, -13.4],
  "orbital_gap_ev": [8.20, 6.99],
  "charge": 1,
  "species": ["C", "C", "C", "C", "C", "C", "C", "O", "P", "H", "H", "H", "H", "H", "H", "H", "H", "H", "H", "H", "H", "H", "H"],
  "coordinates": [[-0.4968, -1.6043, 0.6803], [0.8526, -1.4074, 0.9253], [-1.2504, -0.4654, 0.2040], [-2.3414, 0.1542, 1.1536], [-1.7777, -0.7947, -1.1552], [2.1155, 1.4116, -2.2538], [1.6578, 1.4461, 1.5299], [-0.3043, 0.6190, 0.0249], [1.2195, 0.2111, 0.2419], [-0.8765, -2.5775, 0.9040], [1.3712, -2.3468, 1.2725], [-2.0661, 1.2250, 1.1935], [-2.1050, -0.3441, 2.1004], [-3.4051, 0.0216, 0.8116], [-1.7791, 0.1174, -1.8418], [-2.7708, -1.2889, -1.0630], [-1.1310, -1.5631, -1.7031], [3.2124, 1.0132, -2.1804], [2.0554, 2.4351, -2.2553], [1.5725, 0.8225, -2.9869], [2.7604, 1.2901, 1.7340], [1.0830, 1.4476, 2.4130], [1.5377, 2.3946, 0.9821]],
  "forces_ev_per_a": [[3.3, 0.3, 1.6], [-1.7, -1.9, -0.7], [-1.7, 1.5, -0.9], [0.7, -0.5, -0.3], [-0.3, -0.8, -2.7], [3.2, -4.2, 0.1], [2.8, -0.1, -2.1], [0.5, -0.3, -0.3], [-0.3, 1.2, 0.7], [-0.8, -0.3, 0.1], [0.2, 1.7, -0.5], [-0.6, -0.6, 0.2], [-0.8, 0.5, 0.2], [1.3, -0.1, 0.4], [-0.5, -1.1, 1.1], [0.5, 0.6, -0.3], [-0.6, 1.0, 0.8], [-2.2, 0.8, 0.2], [-0.7, 2.3, 0.6], [-0.5, 0.1, 0.4], [-1.2, 0.4, 0.0], [-0.8, -0.4, 0.9], [0.1, -0.2, 0.4]],
  "nbo_charge": [-0.071, -0.627, 0.171, -0.609, -0.632, -0.386, -0.947, -0.780, 1.511, 0.255, 0.293, 0.246, 0.224, 0.246, 0.253, 0.242, 0.222, 0.210, 0.187, 0.203, 0.259, 0.267, 0.262]
}


(3)
{
  "formula": "C9H15N2PdS4",
  "method": "ωB97M-V with the def2-TZVPD basis set",
  "largest_force_ev_per_a": 2.4,
  "homo_energy_ev": [-11.5, -11.5],
  "orbital_gap_ev": [5.36, 5.37],
  "charge": 1,
  "species": ["Pd", "S", "C", "S", "S", "C", "N", "C", "C", "N", "C", "S", "H", "H", "H", "H", "H", "H", "C", "C", "C", "C", "H", "H", "H", "H", "H", "H", "H", "H", "H"],
  "coordinates": [[0.6727, 0.9519, -1.4959], [2.2923, -0.1501, -5.4866], [1.8820, 0.5812, -4.0508], [2.7425, 0.2743, -2.5933], [0.5147, 1.6118, -3.9011], [-1.9357, 2.1729, 1.3331], [-0.6334, 1.7032, 1.7180], [-0.3352, 0.9426, 2.8150], [1.0127, 0.7708, 2.8500], [1.5256, 1.4323, 1.7701], [0.5139, 1.9919, 1.0623], [0.6886, 3.0140, -0.2938], [-2.7016, 1.5621, 1.8064], [-2.0372, 2.1229, 0.2467], [-2.0697, 3.2098, 1.6457], [-1.0883, 0.5839, 3.4873], [1.6245, 0.2356, 3.5475], [2.5055, 1.5348, 1.5449], [0.8887, -1.6614, 0.1713], [-0.2101, -1.8998, -0.8782], [-1.2455, -2.8812, -0.3036], [-0.8939, -0.6169, -1.2890], [1.4500, -2.5784, 0.3248], [0.4452, -1.3678, 1.1222], [1.6008, -0.8855, -0.1640], [0.2433, -2.3651, -1.7600], [-1.7001, -2.4676, 0.5954], [-0.7586, -3.8178, -0.0460], [-2.0297, -3.0918, -1.0260], [-1.5493, -0.2163, -0.5056], [-1.4146, -0.6961, -2.2467]],
  "forces_ev_per_a": [[-0.1, -0.4, -1.2], [-0.4, 1.1, 1.5], [0.5, -1.2, -2.0], [-1.4, -0.1, 0.0], [0.4, -1.0, 1.4], [-0.6, 0.4, -0.2], [0.9, -0.2, -0.3], [0.7, -0.4, 0.6], [-0.7, -0.2, 0.5], [-0.4, 0.1, -0.2], [0.3, 0.5, 0.3], [-0.6, 0.2, 0.1], [0.1, 0.0, 0.0], [0.0, 0.0, 0.1], [0.0, 0.0, -0.1], [-0.1, 0.0, 0.1], [0.1, -0.1, 0.1], [-0.2, 0.1, -0.1], [-0.1, 0.3, -0.3], [0.7, 0.2, 0.0], [-0.2, 0.4, -0.2], [0.5, -0.2, -0.3], [0.1, -0.1, 0.1], [0.0, 0.1, 0.1], [-0.1, -0.3, 0.2], [0.0, 0.2, 0.0], [-0.1, 0.0, 0.1], [0.1, -0.1, 0.0], [-0.1, -0.1, 0.0], [0.4, 0.4, -0.1], [0.3, 0.4, 0.0]],
  "nbo_charge": [0.550, 0.166, -0.606, 0.111, 0.242, -0.416, -0.342, -0.062, -0.062, -0.512, 0.205, -0.187, 0.231, 0.233, 0.240, 0.250, 0.255, 0.454, -0.605, -0.299, -0.591, -0.214, 0.246, 0.206, 0.187, 0.230, 0.204, 0.239, 0.227, 0.191, 0.229]
}


(4)
{
  "formula": "C30H46BrClF18O13P3",
  "method": "ωB97M-V with the def2-TZVPD basis set",
  "largest_force_ev_per_a": 4.3,
  "homo_energy_ev": -12.4,
  "orbital_gap_ev": 8.14,
  "charge": 1,
  "species": ["C", "C", "C", "Br", "P", "P", "O", "Cl", "P", "C", "C", "C", "H", "H", "H", "H", "H", "H", "H", "H", "H", "H", "H", "H", "H", "H", "H", "H", "C", "C", "O", "C", "O", "C", "F", "F", "F", "H", "H", "H", "H", "H", "C", "C", "O", "C", "O", "C", "F", "F", "F", "H", "H", "H", "H", "H", "C", "C", "O", "C", "O", "C", "F", "F", "F", "H", "H", "H", "H", "H", "C", "C", "O", "C", "O", "C", "F", "F", "F", "H", "H", "H", "H", "H", "C", "C", "O", "C", "O", "C", "F", "F", "F", "H", "H", "H", "H", "H", "C", "C", "O", "C", "O", "C", "F", "F", "F", "H", "H", "H", "H", "H"],
  "coordinates": [[-3.3543, 1.7633, 5.7121], [-2.9341, 0.1895, 5.8965], [-2.2100, -0.4958, 4.5955], [-3.0510, -2.2473, 4.0335], [-2.0952, 0.6172, 3.0479], [-3.9110, 0.6036, 1.7959], [-5.3044, 1.1814, 2.6655], [-3.6686, 2.0060, 0.1726], [-0.5195, -0.2974, 1.7730], [-1.0642, -0.2652, -0.0827], [1.0876, 0.7313, 1.8157], [1.0544, 2.0419, 2.7991], [-2.4565, 2.5056, 5.5943], [-4.1027, 1.9820, 4.8393], [-3.9193, 2.0891, 6.7120], [-3.8272, -0.5126, 6.2512], [-2.1522, 0.1580, 6.7962], [-1.0995, -0.7757, 4.9332], [-1.7248, 1.9883, 3.3160], [-5.0777, 2.1553, 2.8771], [-0.4515, -1.1507, -0.5972], [-0.7820, 0.7415, -0.6296], [-2.1960, -0.5167, -0.2425], [1.9380, 0.0115, 2.2380], [1.4582, 1.0651, 0.7330], [0.8126, 1.6574, 3.8964], [0.3051, 2.8681, 2.4351], [2.1562, 2.4956, 2.8740], [3.0473, -2.0965, 7.8285], [2.9884, -0.9308, 8.8000], [2.7169, 0.3007, 8.1110], [1.4216, 0.4877, 7.7065], [0.5192, -0.3252, 7.9010], [1.2538, 1.8405, 7.0191], [2.2005, 2.0662, 6.0635], [1.3455, 2.8779, 7.8991], [0.0489, 1.9753, 6.3965], [3.7798, -1.9002, 7.0390], [3.3186, -3.0194, 8.3460], [2.0836, -2.2530, 7.3323], [3.9638, -0.8152, 9.2861], [2.2516, -1.0984, 9.5946], [-4.3680, -0.0209, -3.1441], [-3.7179, -1.3904, -3.0572], [-3.9214, -2.1351, -4.2694], [-3.1481, -1.7637, -5.3373], [-2.3213, -0.8538, -5.3008], [-3.4317, -2.6463, -6.5503], [-4.7648, -2.7692, -6.8115], [-2.9573, -3.9139, -6.3846], [-2.8642, -2.1745, -7.6962], [-5.4301, -0.1163, -3.3913], [-4.2681, 0.5165, -2.1984], [-3.9143, 0.5881, -3.9333], [-4.1871, -1.9632, -2.2493], [-2.6490, -1.3209, -2.8225], [7.6414, 2.1973, 6.4645], [8.6784, 1.3607, 7.1930], [8.0882, 0.1699, 7.7395], [7.8166, -0.8296, 6.8431], [8.0475, -0.7498, 5.6375], [7.2252, -2.0486, 7.5465], [6.2004, -1.7256, 8.3867], [8.1501, -2.7010, 8.3069], [6.7253, -2.9734, 6.6790], [6.7999, 2.4254, 7.1264], [8.0787, 3.1324, 6.1073], [7.2285, 1.6616, 5.6031], [9.0780, 1.9342, 8.0371], [9.5271, 1.1083, 6.5461], [-6.1801, -4.7988, -9.3772], [-5.1431, -5.6354, -8.6487], [-5.7333, -6.8262, -8.1022], [-6.0050, -7.8256, -8.9986], [-5.7741, -7.7459, -10.2042], [-6.5964, -9.0447, -8.2951], [-7.6212, -8.7217, -7.4550], [-5.6714, -9.6971, -7.5348], [-7.0962, -9.9695, -9.1627], [-7.0216, -4.5707, -8.7153], [-5.7429, -3.8637, -9.7343], [-6.5930, -5.3344, -10.2386], [-4.7435, -5.0619, -7.8046], [-4.2944, -5.8878, -9.2956], [0.3992, -0.6893, -6.9967], [0.8799, 0.5363, -6.2400], [2.2293, 0.8703, -6.6045], [2.3877, 1.4789, -7.8214], [1.4579, 1.7387, -8.5835], [3.8553, 1.8120, -8.0787], [4.6838, 0.7541, -7.8446], [4.2983, 2.8266, -7.2828], [4.0952, 2.2029, -9.3622], [1.0841, -1.5288, -6.8403], [-0.6019, -0.9792, -6.6695], [0.3667, -0.5060, -8.0760], [0.8848, 0.3195, -5.1657], [0.2160, 1.3959, -6.3909], [2.6158, 6.3818, 1.0469], [1.0991, 6.3186, 1.0104], [0.6136, 6.3729, -0.3411], [0.7443, 5.2213, -1.0711], [1.2420, 4.1853, -0.6330], [0.1649, 5.3943, -2.4730], [0.6078, 6.5277, -3.0892], [-1.1962, 5.4750, -2.4592], [0.4764, 4.3636, -3.3086], [2.9747, 7.2715, 0.5196], [2.9783, 6.4066, 2.0770], [3.0645, 5.5169, 0.5470], [0.6878, 7.1905, 1.5316], [0.7150, 5.4281, 1.5223]],
  "forces_ev_per_a": [[-0.7, 0.4, 0.9], [0.2, 0.1, 0.9], [1.0, 0.1, 1.6], [0.6, 1.4, 0.2], [1.1, 1.4, 0.4], [-3.5, -0.5, -1.0], [3.8, 1.8, -0.8], [0.2, -0.5, 1.9], [0.8, -0.8, -1.4], [0.1, -0.1, -1.2], [1.7, 1.3, 0.2], [0.8, -0.5, 0.5], [-1.5, -1.7, 0.3], [1.3, -0.7, 1.6], [1.3, -0.7, -2.2], [1.8, 1.8, -1.0], [-1.6, 0.0, -2.1], [-2.3, 0.7, -1.2], [-0.2, -0.9, 0.4], [-1.0, -1.9, -0.2], [-1.2, 1.9, 1.3], [-0.7, -2.0, 1.2], [2.2, 0.5, 0.4], [-2.0, 1.4, -0.9], [-1.2, -0.8, 2.2], [0.3, 1.0, -2.3], [1.5, -1.7, 0.7], [-2.5, -0.9, -0.3], [-0.2, 0.1, -0.4], [0.3, -1.0, 0.5], [-2.0, 1.2, -0.9], [0.4, -3.0, 1.7], [1.5, 2.3, -0.8], [0.2, 2.4, -0.7], [-0.7, -0.6, 0.8], [-0.1, -1.3, -0.6], [0.7, -0.6, 0.5], [0.0, -0.1, 0.2], [0.0, 0.2, 0.0], [0.1, 0.0, 0.2], [-0.3, 0.3, -0.3], [0.0, 0.2, -0.3], [0.0, 0.2, -0.4], [0.0, 0.5, 0.6], [0.9, 0.0, -1.7], [1.0, 2.0, 2.3], [-2.0, -2.3, -0.4], [-0.5, -1.4, -2.4], [1.1, 0.4, 0.6], [-0.2, 1.2, 0.3], [-0.4, -0.1, 1.6], [0.1, -0.1, 0.2], [0.0, -0.1, -0.1], [0.0, -0.1, 0.2], [0.0, -0.2, -0.4], [-0.1, 0.0, -0.3], [-0.4, -0.2, -0.2], [0.3, 0.8, -0.4], [-0.5, -1.8, -0.7], [1.4, 2.4, -2.0], [-0.8, -0.7, 2.9], [-0.8, -2.3, 1.0], [0.8, 0.2, -0.7], [-0.6, 0.9, -0.8], [0.6, 1.3, 0.5], [0.2, 0.1, 0.0], [0.0, -0.1, 0.1], [0.2, 0.1, 0.1], [-0.2, -0.4, 0.0], [-0.3, -0.2, 0.1], [-0.3, -0.2, -0.2], [0.2, 0.7, -0.3], [-0.4, -1.7, -0.7], [1.3, 2.3, -2.1], [-0.7, -0.7, 3.0], [-1.2, -2.2, 1.0], [0.9, 0.2, -0.8], [-0.4, 0.9, -0.7], [0.7, 1.3, 0.5], [0.2, 0.1, 0.0], [0.0, -0.1, 0.1], [0.2, 0.1, 0.1], [-0.2, -0.5, 0.0], [-0.3, -0.2, 0.0], [0.1, -0.1, -0.4], [-0.8, -0.3, 0.1], [0.8, 1.0, -1.4], [-3.4, -0.4, 0.0], [2.7, -0.4, 1.6], [2.5, 0.5, -0.8], [-1.1, 0.7, -0.1], [-0.8, -0.8, -0.4], [-0.8, -0.5, 1.3], [-0.1, 0.1, 0.1], [0.3, 0.1, 0.0], [-0.1, 0.1, 0.2], [0.4, 0.2, -0.2], [0.3, -0.1, -0.2], [0.2, -0.2, -0.3], [0.4, 0.1, 0.7], [-0.2, -1.5, -1.5], [1.2, -0.6, 2.9], [-1.4, 2.0, -1.4], [-0.7, 0.4, -2.8], [-0.2, -1.0, 1.0], [1.1, -0.2, 0.5], [-0.1, 0.8, 1.3], [-0.1, 0.0, 0.2], [-0.1, 0.1, -0.1], [-0.1, 0.1, 0.2], [-0.1, -0.1, -0.4], [0.1, 0.0, -0.3]],
  "mulliken_charge": [-0.893, -0.166, -0.375, -0.019, 0.234, 0.304, -0.468, -0.184, 0.109, -0.898, -0.448, -0.677, 0.233, 0.132, 0.360, 0.408, 0.105, 0.404, 0.222, 0.354, 0.373, 0.390, 0.197, 0.359, 0.354, 0.084, 0.090, 0.374, -1.111, -0.181, -0.321, 0.291, -0.539, 0.955, -0.248, -0.261, -0.193, 0.256, 0.361, 0.382, 0.330, 0.307, -0.714, -0.214, -0.326, 0.238, -0.594, 1.105, -0.267, -0.278, -0.236, 0.336, 0.011, 0.309, 0.348, 0.277, -1.094, -0.183, -0.310, 0.325, -0.516, 0.889, -0.230, -0.246, -0.247, 0.281, 0.377, 0.319, 0.320, 0.314, -1.173, 0.148, -0.346, 0.344, -0.515, 0.884, -0.240, -0.243, -0.235, 0.306, 0.346, 0.398, -0.051, 0.340, -0.390, -0.171, -0.344, 0.362, -0.514, 0.823, -0.240, -0.242, -0.231, 0.348, -0.303, 0.351, 0.305, 0.314, -1.146, 0.090, -0.306, 0.370, -0.528, 0.866, -0.238, -0.256, -0.233, 0.333, 0.381, 0.303, 0.322, 0.037]
}


(5)
{
  "formula": "C21H14Br2N5OS2Sr",
  "method": "ωB97M-V with the def2-TZVPD basis set",
  "largest_force_ev_per_a": 4.1,
  "homo_energy_ev": -4.1,
  "orbital_gap_ev": 5.01,
  "charge": -1,
  "species": ["Sr", "S", "C", "S", "C", "C", "N", "C", "N", "Br", "C", "C", "C", "C", "C", "C", "H", "H", "H", "H", "Br", "C", "C", "C", "C", "N", "C", "H", "H", "H", "H", "N", "C", "O", "C", "C", "C", "N", "C", "C", "H", "H", "H", "H", "H", "H"],
  "coordinates": [[0.0151, -0.8888, 0.2926], [-1.5345, -1.6067, 2.8644], [-0.8269, -3.0853, 2.5660], [-0.0293, -3.7352, 1.2325], [-0.8843, -4.0043, 3.6907], [-0.4879, -5.3498, 3.6182], [-0.1850, -6.4847, 3.6559], [-1.4865, -3.6569, 4.9130], [-1.9437, -3.4352, 5.9710], [0.2867, -0.8366, -6.9573], [0.3479, -0.8532, -5.0765], [0.7487, 0.3074, -4.4072], [0.6767, 0.3225, -3.0101], [0.2735, -0.8188, -2.3220], [-0.1487, -1.9405, -3.0002], [-0.0931, -1.9723, -4.3974], [1.0791, 1.1652, -4.9789], [0.9324, 1.2269, -2.4495], [-0.5291, -2.8317, -2.4913], [-0.4049, -2.8754, -4.9639], [5.8715, 1.9784, 0.3637], [4.8768, 0.3479, 0.4638], [5.5894, -0.8708, 0.5113], [4.8587, -2.0532, 0.6033], [3.4870, -1.9853, 0.6280], [2.8037, -0.8601, 0.5570], [3.4861, 0.3101, 0.4614], [6.6888, -0.8671, 0.4844], [5.3256, -3.0266, 0.7878], [2.9411, -2.9119, 0.7804], [2.8997, 1.2238, 0.4491], [-5.0800, 4.8029, 0.9954], [-3.8083, 4.8582, 0.5254], [-3.3434, 5.9417, 0.1107], [-2.9902, 3.6158, 0.5338], [-1.6920, 3.6843, -0.0079], [-0.8894, 2.6032, 0.0279], [-1.3226, 1.4077, 0.4998], [-2.5580, 1.3112, 0.9838], [-3.4014, 2.3922, 1.0495], [-5.6324, 5.6592, 0.9580], [-5.5145, 3.9225, 1.2852], [-1.2941, 4.6368, -0.3773], [0.1566, 2.6454, -0.3019], [-2.8942, 0.3572, 1.3854], [-4.3708, 2.2301, 1.4922]],
  "forces_ev_per_a": [[0.1, -0.9, 0.5], [-0.4, 2.1, -0.8], [0.2, -2.9, 2.9], [0.5, 0.6, -1.7], [-0.3, 1.0, -1.2], [0.9, -2.6, 0.1], [-0.5, 2.0, -0.2], [-0.9, 0.5, 2.3], [0.7, -0.3, -1.8], [0.1, 0.0, -0.6], [0.1, 0.5, 0.7], [-0.2, -0.1, 0.1], [0.1, -0.6, -1.0], [-0.4, 0.6, 2.3], [0.2, -0.3, -1.3], [-0.4, -0.9, -0.3], [0.0, 0.1, 0.0], [0.1, -0.1, -0.3], [0.2, 0.2, 0.0], [0.2, 0.7, 0.4], [-0.5, -0.4, 0.0], [0.3, -0.9, -0.3], [-0.1, 0.3, 0.0], [1.1, 0.3, 0.4], [-0.4, -0.7, 0.3], [0.0, 1.5, -0.2], [0.2, -0.7, 0.3], [-0.6, 0.0, 0.1], [0.0, 0.5, -0.4], [-0.3, 0.2, -0.1], [0.1, -0.1, -0.1], [-0.4, -0.6, 0.2], [0.2, 2.6, -0.6], [-0.6, -2.0, 0.7], [0.7, -0.6, -0.2], [-0.7, 1.9, 0.2], [0.4, -1.9, 0.4], [0.4, 0.2, -0.1], [0.6, -0.2, 0.0], [-0.5, 0.9, -0.3], [0.4, -0.6, 0.0], [0.3, 0.9, -0.3], [-0.4, -0.4, 0.1], [-0.5, 0.0, 0.0], [0.3, -0.1, -0.1], [-0.2, 0.1, 0.1]],
  "nbo_charge": [1.714, -0.420, -0.265, -0.423, -0.522, 0.326, -0.428, 0.327, -0.431, 0.006, -0.115, -0.284, -0.195, -0.573, -0.262, -0.253, 0.205, 0.160, 0.199, 0.210, 0.062, -0.115, -0.182, -0.238, 0.053, -0.478, 0.004, 0.234, 0.236, 0.237, 0.201, -0.805, 0.638, -0.612, -0.094, -0.200, 0.031, -0.501, 0.045, -0.215, 0.416, 0.399, 0.252, 0.201, 0.242, 0.212]
}